1.
Formula: C54H49HfN4O4P
Source: the Open Molecules 2025 dataset
Level of theory: ωB97M-V/def2-TZVPD

The geometry in ORCA input format:
```
! wB97M-V def2-TZVPD RIJCOSX def2/J DEFGRID3
* xyz 2 1
Hf -0.348 0.743 -0.389
P -1.663 -1.404 0.791
O -2.440 1.006 -2.522
O 0.818 0.545 1.126
O -1.478 2.581 -0.213
O -0.025 -0.177 -2.076
N -1.992 4.744 0.154
N -2.070 3.859 -1.980
N -2.589 0.408 -1.250
N 1.335 2.140 -1.093
C -5.938 -0.212 2.153
C -0.744 -2.155 2.161
C -2.553 -3.849 -2.372
C 4.567 -1.635 -2.332
C -0.969 1.907 3.062
C 2.018 1.976 -2.246
C 3.274 2.539 -2.425
C 0.380 1.584 3.223
C 2.056 -1.769 -1.178
C -3.835 -1.307 2.563
C 0.102 -3.217 1.830
C 1.907 2.842 -0.085
C 3.465 0.286 1.744
C -0.731 -1.653 3.458
C -2.174 -2.814 -0.235
C -3.242 -4.967 -0.360
C 1.296 1.559 2.003
C -0.116 -1.365 -6.470
C -5.446 0.236 0.938
C 3.113 -2.486 -0.629
C -0.041 1.266 5.578
C -1.842 3.709 -0.681
C -3.313 -0.843 1.364
C 2.766 1.330 2.322
C -5.129 -0.988 2.962
C -3.142 -4.934 -1.746
C -2.768 -3.910 0.393
C 0.826 1.246 4.494
C 0.326 -0.561 -5.427
C 1.074 -0.283 -2.986
C 3.168 3.404 -0.212
C -2.519 5.099 -2.593
C -3.775 0.454 -0.785
C 1.415 1.174 -3.365
C 0.928 -3.778 2.788
C -1.841 1.912 4.139
C 0.913 -3.293 4.088
C 0.016 -3.283 -5.046
C 0.083 -2.234 4.418
C 0.615 -1.112 -4.183
C 1.203 2.915 1.239
C -4.144 -0.059 0.532
C 5.502 1.031 2.782
C -1.374 1.600 5.410
C -2.065 -2.789 -1.619
C 4.807 2.080 3.370
C 2.242 -0.987 -2.308
C 3.450 2.230 3.138
C 3.859 3.258 -1.401
C 0.456 -2.484 -4.006
C 4.826 0.136 1.972
C -0.272 -2.727 -6.282
C 4.371 -2.414 -1.199
C 3.510 -0.938 -2.888
H -0.326 -0.923 -7.433
H 0.698 -2.936 -3.054
H -5.502 -1.365 3.903
H 3.600 3.931 0.625
H 6.561 0.915 2.961
H 0.067 -1.852 5.428
H -1.794 4.610 1.132
H -3.522 -5.758 -2.333
H -0.087 -4.348 -4.894
H 5.355 -0.684 1.508
H 2.946 -0.410 1.111
H -1.370 2.151 2.083
H 1.676 3.686 1.848
H -6.947 0.026 2.451
H -2.466 -3.819 -3.448
H -4.557 0.901 -1.395
H -2.613 4.939 -3.663
H -3.239 -1.941 3.199
H 0.334 1.017 6.561
H -1.676 0.494 -2.892
H 0.445 0.497 -5.614
H 1.858 0.963 4.649
H 0.164 3.204 1.117
H -2.851 -3.945 1.472
H -2.044 1.618 6.257
H -2.321 5.643 -0.152
H -2.139 2.991 -2.496
H 0.098 -3.629 0.828
H -2.883 2.161 3.989
H -3.491 5.409 -2.206
H -1.784 5.889 -2.433
H -0.603 -3.355 -7.097
H 2.921 3.048 3.614
H 2.944 -3.096 0.247
H 3.789 2.396 -3.362
H 0.494 1.657 -3.708
H 1.567 -4.609 2.525
H 5.542 -1.588 -2.795
H 3.671 -0.375 -3.797
H -1.589 -1.959 -2.118
H 1.544 -3.742 4.841
H -1.345 -0.807 3.733
H 5.194 -2.972 -0.778
H 2.112 1.198 -4.204
H 1.071 -1.874 -0.732
H -3.696 -5.815 0.132
H 5.322 2.780 4.012
H -6.082 0.819 0.286
H 4.844 3.685 -1.522
*
```

Values from the calculation:
energy above the lowest of the compared OMol25 structures with the same formula, charge and spin	11.4	kcal/mol
HOMO level	-13.22	eV
gap between HOMO and LUMO	0.2853	hartree
total energy	-81533.00279	eV

Here are the Löwdin charges for atoms 1 to 99, given in e:
1. Hf 1.645
2. P 1.071
3. O -0.067
4. O -0.307
5. O -0.162
6. O -0.336
7. N 0.246
8. N 0.061
9. N -0.128
10. N 0.071
11. C -0.039
12. C -0.360
13. C -0.058
14. C -0.045
15. C -0.057
16. C -0.217
17. C 0.014
18. C -0.140
19. C -0.057
20. C -0.066
21. C -0.098
22. C -0.217
23. C -0.005
24. C -0.095
25. C -0.354
26. C -0.051
27. C -0.401
28. C -0.059
29. C -0.014
30. C -0.066
31. C -0.057
32. C -0.527
33. C -0.265
34. C -0.178
35. C -0.029
36. C -0.050
37. C -0.079
38. C -0.015
39. C -0.026
40. C -0.408
41. C 0.022
42. C -0.034
43. C -0.041
44. C -0.060
45. C -0.060
46. C -0.075
47. C -0.051
48. C -0.064
49. C -0.055
50. C -0.146
51. C -0.054
52. C -0.195
53. C -0.067
54. C -0.068
55. C -0.091
56. C -0.058
57. C -0.165
58. C -0.058
59. C 0.009
60. C -0.028
61. C -0.053
62. C -0.063
63. C -0.064
64. C -0.011
65. H 0.111
66. H 0.117
67. H 0.121
68. H 0.129
69. H 0.111
70. H 0.111
71. H 0.128
72. H 0.115
73. H 0.114
74. H 0.104
75. H 0.087
76. H 0.078
77. H 0.135
78. H 0.120
79. H 0.104
80. H 0.154
81. H 0.101
82. H 0.102
83. H 0.116
84. H 0.094
85. H 0.106
86. H 0.121
87. H 0.077
88. H 0.114
89. H 0.113
90. H 0.119
91. H 0.117
92. H 0.106
93. H 0.109
94. H 0.100
95. H 0.099
96. H 0.113
97. H 0.125
98. H 0.106
99. H 0.127


2.
Formula: C54H50AsI2N7OSiV
Source: the Open Molecules 2025 dataset
Level of theory: ωB97M-V/def2-TZVPD

The geometry in ORCA input format:
```
! wB97M-V def2-TZVPD RIJCOSX def2/J DEFGRID3
* xyz 0 4
I 3.778 -3.571 -1.683
I 5.608 0.892 -5.266
As -2.319 1.482 -0.888
V 0.153 -1.286 -0.172
Si 1.629 -1.567 1.760
O 1.450 -1.331 -1.213
N -1.155 -0.790 1.110
N -0.974 0.024 2.273
N 0.363 1.348 0.794
N -2.264 -1.890 -1.139
N -0.330 -0.177 -3.143
N -0.087 -2.962 -3.680
N 1.680 3.128 1.522
C -1.667 3.180 -1.756
C -2.974 -1.964 0.036
C -1.246 -1.850 5.504
C 3.200 0.405 3.250
C 1.438 4.118 3.702
C -3.204 6.366 -0.410
C -4.267 -2.572 0.072
C 4.303 -4.778 2.356
C 0.656 0.830 -2.760
C 3.771 -3.496 2.314
C 3.719 0.219 0.925
C 1.193 2.301 0.556
C -2.841 -2.374 -2.238
C -1.553 -1.017 4.441
C 2.438 -3.283 1.973
C 2.164 -5.683 1.749
C 0.206 2.092 3.108
C -0.389 2.138 4.375
C 4.175 0.078 -3.960
C -0.105 -4.277 -3.873
C -2.395 5.249 -0.543
C -2.544 4.376 -1.621
C -2.404 -1.398 1.162
C -0.627 -0.851 3.424
C -4.185 6.633 -1.355
C 3.473 -1.657 -2.483
C -0.247 -4.865 -5.117
C 1.644 -4.401 1.703
C -3.529 4.661 -2.566
C -0.254 -0.645 -4.518
C -0.011 1.129 2.073
C -4.804 -3.078 -1.075
C -0.371 -2.663 -6.020
C -4.080 -2.976 -2.278
C -0.026 -2.509 5.526
C -0.048 3.121 5.295
C -4.012 1.349 -1.885
C -0.377 -4.032 -6.217
C -0.227 -2.161 -4.727
C 4.103 1.455 3.368
C -3.129 2.271 0.726
C 0.860 -2.363 4.469
C 4.814 1.892 2.260
C 0.578 -1.532 3.383
C 4.626 1.264 1.036
C 0.859 4.111 4.969
C 2.982 -0.231 2.026
C -4.344 5.776 -2.434
C 4.404 -1.155 -3.379
C 2.992 0.759 -3.727
C 2.309 -0.952 -2.141
C 1.122 3.130 2.795
C 2.055 0.248 -2.850
C 3.505 -5.873 2.062
H 1.553 2.472 -0.451
H -1.108 1.393 4.668
H 4.240 1.943 4.326
H 0.447 1.125 -1.728
H -4.593 0.516 -1.487
H 2.653 0.076 4.127
H 5.347 -4.923 2.606
H 2.148 4.889 3.426
H -0.491 -4.443 -7.212
H -1.895 0.448 2.491
H 0.222 -3.157 6.357
H -1.624 5.048 0.194
H -1.086 -0.259 -5.121
H -3.645 4.008 -3.423
H -5.099 5.981 -3.181
H -3.816 1.144 -2.939
H -3.759 1.517 1.202
H 1.119 4.882 5.681
H 0.000 -4.885 -2.979
H -0.493 -1.983 -6.855
H 3.925 -6.871 2.068
H -3.752 3.127 0.468
H -2.951 -1.414 2.100
H 5.513 2.716 2.347
H 4.406 -2.645 2.538
H -0.265 -5.941 -5.225
H -1.964 -1.990 6.300
H 2.335 3.853 1.283
H -2.513 -0.509 4.419
H -3.065 7.035 0.430
H -5.778 -3.552 -1.066
H -0.504 3.097 6.275
H -4.599 2.264 -1.806
H -2.365 2.602 1.435
H -4.795 -2.634 1.016
H 0.662 -0.248 -4.966
H -2.272 -2.273 -3.156
H -0.689 3.380 -1.315
H 0.602 -4.251 1.429
H -4.476 -3.364 -3.206
H 1.534 -6.536 1.524
H -1.267 0.026 -2.829
H 1.791 -2.915 4.465
H 5.179 1.594 0.163
H -4.815 7.507 -1.256
H 5.290 -1.727 -3.612
H 0.603 1.718 -3.410
H -1.521 2.925 -2.809
H 2.778 1.682 -4.252
H 3.587 -0.261 -0.037
*
```

Values from the calculation:
<S²>	3.848
energy above the lowest of the compared OMol25 structures with the same formula, charge and spin	99.6	kcal/mol
HOMO level (spin up / spin down)	-5.11 / -5.11	eV
gap between HOMO and LUMO (spin up / spin down)	0.1946 / 0.1481	hartree
total energy	-179889.89025	eV

Here are the Löwdin charges for atoms 1 to 99, given in e:
1. I 0.972
2. I 0.836
3. As 1.189
4. V 0.819
5. Si 0.765
6. O -0.325
7. N -0.236
8. N -0.023
9. N 0.094
10. N 0.036
11. N -0.048
12. N 0.114
13. N 0.150
14. C -0.330
15. C -0.344
16. C -0.069
17. C -0.096
18. C -0.020
19. C -0.089
20. C -0.063
21. C -0.099
22. C -0.189
23. C -0.118
24. C -0.100
25. C -0.154
26. C -0.190
27. C -0.054
28. C -0.329
29. C -0.091
30. C -0.083
31. C -0.003
32. C -0.727
33. C -0.132
34. C -0.073
35. C -0.322
36. C -0.189
37. C -0.221
38. C -0.100
39. C -0.619
40. C -0.067
41. C -0.126
42. C -0.064
43. C -0.139
44. C -0.203
45. C -0.111
46. C -0.034
47. C -0.113
48. C -0.064
49. C -0.071
50. C -0.298
51. C -0.072
52. C -0.269
53. C -0.097
54. C -0.295
55. C -0.064
56. C -0.106
57. C -0.182
58. C -0.090
59. C -0.072
60. C -0.268
61. C -0.085
62. C -0.229
63. C -0.123
64. C -0.395
65. C -0.183
66. C -0.145
67. C -0.100
68. H 0.132
69. H 0.090
70. H 0.102
71. H 0.053
72. H 0.021
73. H 0.101
74. H 0.100
75. H 0.117
76. H 0.105
77. H 0.154
78. H 0.106
79. H 0.107
80. H 0.123
81. H 0.110
82. H 0.102
83. H 0.021
84. H 0.021
85. H 0.107
86. H 0.110
87. H 0.111
88. H 0.098
89. H 0.022
90. H 0.090
91. H 0.098
92. H 0.100
93. H 0.100
94. H 0.106
95. H 0.154
96. H 0.119
97. H 0.101
98. H 0.097
99. H 0.108